{
  "formula": "C29H89F3N15O16",
  "method": "ωB97M-V with the def2-TZVPD basis set",
  "total_energy_ev": -94784.2736,
  "orbital_gap_ev": 8.25,
  "relative_energy_ev": 0.000,
  "charge": -1,
  "species": ["F", "F", "F", "O", "O", "O", "O", "O", "O", "O", "O", "O", "O", "O", "O", "O", "O", "O", "O", "N", "N", "N", "N", "N", "N", "N", "N", "N", "N", "N", "N", "N", "N", "N", "C", "C", "C", "C", "C", "C", "C", "C", "C", "C", "C", "C", "C", "C", "C", "C", "C", "C", "C", "C", "C", "C", "C", "C", "C", "C", "C", "C", "C", "H", "H", "H", "H", "H", "H", "H", "H", "H", "H", "H", "H", "H", "H", "H", "H", "H", "H", "H", "H", "H", "H", "H", "H", "H", "H", "H", "H", "H", "H", "H", "H", "H", "H", "H", "H", "H", "H", "H", "H", "H", "H", "H", "H", "H", "H", "H", "H", "H", "H", "H", "H", "H", "H", "H", "H", "H", "H", "H", "H", "H", "H", "H", "H", "H", "H", "H", "H", "H", "H", "H", "H", "H", "H", "H", "H", "H", "H", "H", "H", "H", "H", "H", "H", "H", "H", "H", "H", "H"],
  "xyz": [[1.213, -2.491, 13.076], [-0.327, -1.643, 11.723], [1.312, -0.427, 12.553], [-2.074, -5.845, 15.323], [1.196, 3.955, 11.630], [-1.003, -3.587, 6.365], [-2.748, -4.235, 10.546], [1.848, -1.788, 17.091], [6.577, -5.256, 9.527], [5.232, -1.051, 10.230], [-0.542, -8.464, 11.893], [4.747, -4.366, 13.691], [0.834, 0.624, 8.108], [3.386, -8.396, 11.582], [1.564, -3.339, 10.403], [3.386, -0.877, 7.010], [-3.840, 1.985, 9.264], [2.133, -1.213, 9.864], [-3.048, 3.182, 15.779], [0.902, -2.764, 7.324], [-2.789, -0.441, 15.174], [1.055, 2.575, 13.422], [3.422, -2.056, 14.904], [-1.511, -5.992, 11.239], [-2.009, 1.038, 10.181], [-2.542, -4.687, 12.769], [4.802, -4.166, 8.508], [5.261, -8.052, 8.280], [5.038, -4.105, 10.748], [1.837, 1.754, 11.449], [0.491, -4.244, 17.398], [-0.806, -3.258, 8.647], [-1.938, 1.735, 8.013], [-0.962, -7.803, 9.038], [-0.402, -3.191, 7.364], [-2.422, 1.407, 13.540], [1.380, 2.849, 12.106], [-1.679, -8.871, 11.138], [-0.219, -10.060, 9.517], [3.949, -9.898, 8.982], [-1.280, -5.586, 16.481], [-0.065, -4.734, 16.141], [3.503, -7.703, 12.826], [5.540, -4.612, 9.584], [-0.766, -8.396, 13.291], [5.434, -2.069, 16.151], [1.075, -0.922, 17.951], [1.903, -2.011, 10.927], [4.413, -8.004, 10.686], [1.481, -5.786, 10.260], [-2.680, 1.577, 9.131], [-1.391, -9.081, 9.683], [-2.441, 0.983, 15.010], [-3.209, -6.615, 15.624], [3.973, -2.473, 16.229], [1.015, -5.357, 15.274], [-3.384, 1.820, 15.872], [-4.062, 4.032, 16.219], [4.197, -8.397, 9.209], [-2.328, -4.930, 11.471], [0.961, -1.632, 12.074], [1.691, -4.549, 11.121], [3.242, -1.740, 17.358], [2.379, -5.979, 9.670], [1.195, -6.639, 10.878], [-0.439, -10.961, 10.105], [-1.251, -6.532, 12.046], [2.142, 1.769, 10.491], [-1.438, 1.164, 15.405], [-1.035, 0.808, 10.148], [5.062, -4.647, 7.663], [0.077, -7.992, 13.839], [-3.398, 1.484, 16.915], [5.476, -4.504, 11.548], [0.572, -0.048, 7.464], [4.530, -10.615, 9.564], [3.989, -10.241, 7.945], [3.999, -3.565, 8.587], [5.532, -1.059, 15.745], [-0.299, -8.045, 8.306], [3.208, -7.971, 8.982], [-1.775, 0.649, 13.097], [2.895, -2.235, 11.353], [-2.191, -5.283, 13.500], [1.468, -2.927, 6.517], [-2.335, -7.992, 11.227], [6.026, -2.702, 15.493], [-0.939, 1.547, 7.957], [4.301, -1.071, 7.234], [1.467, 0.088, 17.839], [0.673, -5.712, 9.528], [-1.634, -7.727, 13.386], [-3.602, -7.078, 14.716], [5.623, -4.167, 13.349], [1.259, -1.327, 18.951], [3.349, -6.637, 12.624], [-2.195, -9.722, 11.593], [-5.036, 3.804, 15.774], [-4.048, -5.981, 15.936], [-0.269, -3.791, 17.896], [0.960, -4.548, 11.943], [-1.916, 2.370, 13.504], [1.209, -2.349, 8.193], [0.537, -5.810, 14.402], [-3.725, 5.065, 16.164], [3.537, -1.054, 14.805], [0.567, 3.298, 13.918], [2.982, -0.596, 7.850], [-0.331, -7.410, 9.735], [4.535, -7.686, 13.193], [-1.666, -3.729, 8.880], [-2.360, 2.174, 7.215], [-2.265, -1.004, 14.510], [-2.274, -9.485, 9.187], [4.461, -3.531, 14.118], [1.114, 0.115, 8.893], [-0.287, -10.280, 8.451], [0.738, -9.730, 9.914], [-1.899, -5.071, 17.222], [3.790, -3.541, 16.362], [-3.720, -0.588, 14.783], [2.904, -10.156, 9.194], [1.320, 1.738, 13.902], [4.263, -1.085, 10.207], [1.776, -5.993, 15.730], [-4.231, 3.853, 17.298], [2.611, -4.601, 11.718], [-3.104, -7.407, 16.369], [4.261, -3.480, 10.672], [5.505, -1.398, 9.374], [5.434, -7.054, 8.211], [5.024, -8.377, 7.354], [3.571, -0.692, 17.368], [-4.380, 1.595, 15.464], [1.931, 0.844, 11.864], [2.428, -2.251, 14.980], [-1.164, -6.308, 10.350], [-1.105, -9.379, 13.633], [-0.506, -3.889, 15.587], [-2.819, -3.757, 13.026], [5.380, -8.445, 10.972], [5.948, -2.013, 17.115], [0.035, -1.058, 17.674], [4.652, -6.943, 10.826], [-0.929, -6.547, 16.873], [-3.332, 1.355, 12.942], [3.469, -2.197, 18.329], [2.806, -8.187, 13.500], [-2.586, 0.914, 10.990], [1.673, -4.605, 14.821], [1.221, -3.525, 17.279], [-0.327, -2.855, 9.430]],
  "forces_ev_per_a": [[-1.004, -0.136, 0.400], [0.126, 0.183, 0.689], [-0.922, -0.468, 0.995], [0.467, -0.321, 0.428], [0.154, -0.178, -0.061], [-0.076, 0.170, 0.711], [-0.229, 0.052, 0.687], [0.029, 0.516, -0.043], [-0.550, -0.518, -0.422], [-0.057, 0.021, 0.020], [1.528, -0.873, -0.400], [0.070, 0.072, 0.333], [-0.153, 0.078, 0.034], [0.230, -0.155, -0.454], [-0.640, 0.085, -0.722], [0.028, -0.013, 0.245], [0.472, -0.600, -0.410], [-1.302, 0.353, 1.170], [0.293, -0.233, -0.642], [-0.518, 0.666, 0.103], [-0.368, -0.144, -0.108], [-0.084, 0.340, 0.157], [-0.150, -1.164, 1.008], [-0.060, -0.013, 1.342], [-0.388, -0.205, 0.099], [-0.647, 0.383, 1.254], [1.225, -1.015, -0.438], [0.332, 0.784, 0.544], [0.872, -1.088, -1.170], [0.665, -0.012, -0.768], [0.034, -0.133, 0.506], [-1.947, -0.296, 0.348], [0.364, 0.054, -0.951], [-0.136, -0.414, 0.616], [1.205, -0.950, -0.667], [1.016, -0.376, 0.497], [-0.330, -0.213, 0.077], [-1.226, 1.429, 0.986], [-1.450, -0.952, 0.264], [-1.165, -0.961, 0.513], [0.476, -0.717, -0.353], [0.021, 1.004, -0.010], [0.535, 0.339, -1.309], [-0.463, 1.875, 0.578], [-1.654, -0.118, -1.153], [0.709, 0.098, 0.661], [1.242, -1.450, -0.249], [2.767, -1.302, -2.203], [1.814, -0.232, -0.049], [0.218, 0.371, -0.507], [-0.364, 1.154, 0.410], [2.170, 0.286, -0.003], [-0.447, 0.090, -0.036], [-1.369, 0.124, -0.442], [-0.203, 1.293, -0.749], [0.223, 0.390, -0.896], [-0.267, -0.595, -0.447], [-0.302, -0.409, 1.622], [-1.586, -0.938, -0.135], [0.890, 0.275, -2.553], [1.121, -0.810, -1.476], [-0.932, 0.202, 1.690], [-0.031, 0.180, -0.218], [0.061, -0.286, 0.148], [0.588, -0.050, 0.202], [-0.022, -0.232, -0.372], [0.390, 0.195, -0.402], [-0.105, 0.622, -0.024], [0.131, -0.294, -0.063], [0.084, -0.140, 0.093], [-0.426, 0.511, -0.333], [0.247, -0.160, -0.230], [0.189, -0.029, 0.079], [-0.497, 0.416, 0.568], [0.154, -0.077, 0.117], [0.383, 0.375, 0.097], [0.554, 0.564, -0.182], [-0.258, -0.260, -0.132], [-0.280, 0.036, -0.054], [-0.271, 0.073, -0.315], [0.148, 0.454, -0.401], [0.376, 0.230, -0.383], [-0.134, 0.324, 1.337], [0.175, 0.218, 0.064], [0.081, 0.417, -0.058], [-0.606, -0.604, -0.165], [-0.137, -0.213, 0.053], [-0.330, -0.156, 0.356], [-0.012, 0.066, -0.012], [-0.384, 0.210, 0.163], [0.049, 0.743, 0.077], [0.031, 0.031, 0.763], [0.419, -0.048, -0.165], [0.085, 0.064, 0.210], [-0.349, 0.567, 0.325], [-0.689, 0.047, 0.393], [0.270, -0.276, -0.018], [0.178, 0.406, -0.518], [0.186, 0.171, 0.343], [0.188, 0.073, 0.201], [-0.413, -0.190, -0.257], [-0.268, 0.069, -0.578], [1.030, -0.140, -0.307], [0.167, -0.375, 0.088], [-0.182, -0.033, -0.567], [-0.030, 0.049, -0.073], [0.125, 0.012, 0.062], [0.053, -0.158, -0.224], [0.283, -0.259, -0.337], [0.004, -0.655, 0.249], [-0.240, 0.272, -0.085], [-0.203, 0.043, 0.179], [0.595, 0.154, 0.169], [-0.087, 0.118, 0.096], [-0.262, -0.075, -0.465], [0.117, -0.327, -0.014], [0.970, -0.388, 0.046], [-0.014, 0.530, -0.424], [0.045, 0.008, 0.144], [0.285, -0.085, -0.212], [-0.202, 0.291, 0.386], [0.057, 0.210, 0.470], [-0.045, -0.096, -0.069], [-0.286, 0.233, -0.218], [-0.707, -0.508, 0.463], [0.014, 0.047, -0.010], [0.432, 0.028, -0.559], [0.584, 0.091, 0.067], [-0.133, -0.004, 0.900], [0.042, -0.048, 0.078], [0.127, -0.033, 0.272], [-0.088, -0.091, 0.020], [0.028, 0.031, 0.094], [-0.281, 0.447, 0.074], [0.044, 0.892, -0.187], [-0.035, 0.272, -0.530], [-0.951, 0.751, -0.083], [0.316, 0.000, 0.392], [0.199, -0.043, -0.354], [-0.220, -0.073, -0.088], [-0.064, -0.412, 0.249], [-0.137, -0.312, 0.073], [-0.049, 0.316, -0.062], [-0.546, 0.302, -0.505], [-0.154, -0.014, 0.293], [-0.418, 0.338, 0.577], [-0.015, 0.059, 0.061], [-0.013, 0.311, 0.234], [0.388, -0.109, 0.162], [-0.357, 0.418, 0.088], [-0.683, -0.582, -0.269], [0.439, -0.135, -0.219]],
  "lowdin_charge": [0.124, 0.172, 0.102, -0.239, 0.021, -0.008, 0.013, -0.274, 0.019, -0.060, -0.229, -0.079, -0.079, -0.190, -0.123, -0.065, -0.019, -0.194, -0.180, 0.149, 0.031, 0.139, 0.045, 0.172, 0.172, 0.184, 0.171, 0.054, 0.177, 0.176, 0.046, 0.177, 0.157, 0.056, -0.677, -0.057, -0.675, -0.217, -0.062, -0.067, -0.179, -0.430, -0.088, -0.682, -0.073, -0.061, -0.052, -0.430, -0.205, -0.051, -0.684, -0.381, -0.431, -0.122, -0.400, -0.040, -0.227, -0.124, -0.420, -0.648, -0.539, -0.264, -0.202, 0.067, 0.065, 0.080, 0.053, 0.104, 0.130, 0.079, 0.098, 0.081, 0.124, 0.070, 0.044, 0.078, 0.070, 0.087, 0.086, 0.079, 0.114, 0.056, 0.126, 0.051, 0.090, 0.114, 0.070, 0.060, 0.017, 0.089, 0.064, 0.065, 0.083, 0.026, 0.091, 0.064, 0.129, 0.090, 0.092, 0.064, 0.096, 0.077, 0.040, 0.060, 0.089, 0.089, 0.092, 0.000, 0.005, 0.088, 0.070, 0.099, 0.054, 0.138, -0.009, -0.006, 0.081, 0.066, 0.127, 0.139, 0.073, 0.052, 0.072, -0.008, 0.087, 0.084, 0.090, 0.091, 0.059, 0.019, 0.041, 0.064, 0.127, 0.125, 0.041, 0.053, 0.049, 0.098, 0.138, 0.105, 0.129, 0.082, 0.087, 0.099, 0.133, 0.085, 0.134, 0.083, 0.061, 0.060, 0.046, 0.068]
}